The following is a quantum chemistry calculation of 2 unconnected molecules or ions with the total composition C2H10NOS, from OMol25.

Properties
Total charge ... +1
Energy ... -16601.1287 eV
Kohn-Sham gap ... 9.4 eV
LUMO energy ... -0.132 hartree
HOMO level ... -12.96 eV

Each line ends with the natural charge from an NBO analysis.
Cartesian coordinates (Å):
C: -0.7548 0.3635 -0.3089  -0.275
C: 0.3770 0.0181 -1.1259  -0.535
S: 0.4766 -1.7697 -1.9725  -0.049
N: -0.7314 0.0541 1.1956  -0.696
H: -1.1579 1.4643 -0.2914  0.248
H: -1.7315 0.0408 -0.7911  0.255
H: 0.3826 0.6686 -2.1084  0.282
H: 1.3399 0.1895 -0.6600  0.242
H: 1.7432 -1.9595 -1.4560  0.152
H: -0.7515 0.8703 1.7783  0.465
H: -1.5948 -0.5316 1.3746  0.452
H: -0.0055 -0.5499 1.6215  0.453
H: 0.7086 2.7613 3.9362  0.508
H: -0.3933 3.2660 2.8738  0.492
O: 0.1526 2.4284 3.1903  -0.995